20
Properties=species:S:1:pos:R:3:forces:R:3:nbo_charge:R:1 method="wB97M-V/def2-TZVPD" de_lowest_kcal_mol=127.3 spin_multiplicity=1 gap_ev="8.5915 / 8.7762" e_tot_ha=-780.20259
S -1.470126 0.875227 -2.275451 0.1 0.1 -0.1 0.36
N -0.043442 -1.593265 0.273839 -3.2 1.4 1.3 -0.19
N -2.134890 0.976695 0.154290 -3.2 1.8 2.4 -0.48
C 1.175143 -0.887577 0.532883 0.7 0.3 0.8 0.00
C -2.968543 1.942628 -0.464434 1.3 0.0 -1.8 -0.07
C -1.443326 0.382460 -0.636813 2.3 -2.4 -1.3 0.15
C 0.991048 -1.750037 -0.626599 0.5 -1.8 -2.5 -0.34
C -2.634723 2.048636 -1.796616 0.0 -1.1 2.1 -0.43
C 1.360422 0.595628 0.470909 -1.1 0.3 0.1 -0.60
C 1.766966 -1.544731 1.733132 3.6 -0.2 -0.3 -0.58
H -2.943776 2.742356 -2.481781 -1.1 1.5 -1.5 0.22
H 0.615512 -1.473788 -1.611302 0.8 0.7 -0.2 0.22
H 0.834195 0.910218 -0.438474 0.3 0.6 0.5 0.22
H 1.727430 -2.655771 1.500640 0.6 1.3 1.0 0.22
H 2.889068 -1.075936 1.853262 -2.3 -1.7 -0.3 0.20
H 1.301342 -1.279389 2.667090 -0.6 -0.1 0.2 0.22
H 1.014598 1.085837 1.399673 -0.6 -0.2 -0.6 0.22
H 2.382936 0.914587 0.470768 0.9 -0.3 -0.6 0.22
H 1.317389 -2.795032 -0.702893 0.6 0.3 0.2 0.21
H -3.737223 2.581257 -0.022122 0.6 -0.5 0.4 0.23